1 | The following is a DFT calculation (wB97M-V/def2-TZVPD) of an isolated molecule of C2H2F2S2.

Positions of all 8 atoms, in Å:
C  -0.52  0.60  0.34
C  0.49  -0.26  0.14
F  -0.51  1.89  0.20
F  0.33  -1.58  0.20
S  -2.25  -0.33  0.17
S  2.18  0.19  0.01
H  -2.33  0.58  -0.76
H  2.61  -1.10  -0.30

Values from the calculation:
2S+1: 1
HOMO: -8.750 eV
M: 128.2 g mol⁻¹
HOMO-LUMO gap: 9.3 eV
Charge: 0
SMILES string: F/C(S)=C(/F)S

2 | The following is a DFT calculation (wB97M-V/def2-TZVPD) of an isolated molecule of C2H2F2S2.

Positions of all 8 atoms, in Å:
C  0.27  0.05  -0.48
C  -0.74  0.30  0.70
H  1.84  -1.03  -1.46
H  -1.30  1.21  0.46
F  -0.05  0.51  1.91
F  -1.53  -0.75  0.95
S  1.26  -1.35  -0.29
S  0.25  1.05  -1.79

Values from the calculation:
2S+1: 1
HOMO: -9.492 eV
M: 128.2 g mol⁻¹
HOMO-LUMO gap: 8.5 eV
Charge: 0
SMILES string: FC(F)C(=S)S

Need the numbers? Relative energies in eV: 1 1.459; 2 0.000.

1 | The following is a DFT calculation (wB97M-V/def2-TZVPD) of a structure of composition CH4IPS2.

Positions of all 9 atoms, in Å:
C  -0.16  -2.18  -0.58
P  0.66  0.01  1.10
S  -1.87  -1.92  -0.61
S  0.97  -0.37  -0.86
I  0.73  -3.30  1.00
H  0.05  -2.70  -1.55
H  1.01  1.34  1.17
H  1.84  -0.53  1.39
H  -1.80  -1.57  0.63

Values from the calculation:
2S+1: 1
HOMO: -8.673 eV
M: 238.1 g mol⁻¹
HOMO-LUMO gap: 8.3 eV
Charge: 0

2 | The following is a DFT calculation (wB97M-V/def2-TZVPD) of a structure of composition CH4IPS2.

Positions of all 9 atoms, in Å:
C  -0.87  0.96  -0.43
P  1.45  1.94  1.19
S  1.26  -2.41  -0.17
S  0.23  2.22  -0.35
I  -2.37  1.05  -1.86
H  -0.93  0.19  0.36
H  0.25  -1.44  -0.20
H  0.69  0.81  1.48
H  0.29  -3.33  -0.01

Values from the calculation:
2S+1: 1
HOMO (spin up / spin down): -7.955 / -7.943 eV
M: 238.1 g mol⁻¹
HOMO-LUMO gap (spin up / spin down): 6.9 / 7.1 eV
Charge: 0

Need the numbers? Relative energies in eV: 1 0.000; 2 0.924.

1 | The following is a DFT calculation (wB97M-V/def2-TZVPD) of a cluster of 2 separate species, C8H8 in total.

Positions of all 16 atoms, in Å:
C  1.32  -0.29  -0.44
C  1.76  -0.98  0.60
C  1.17  1.19  -0.49
C  1.76  2.28  -0.49
H  1.17  -0.77  -1.40
H  1.96  -0.51  1.55
H  1.86  -2.05  0.56
H  2.34  3.12  -0.21
C  -2.10  -1.83  1.09
C  -1.07  1.35  -0.95
C  -1.84  -0.78  0.33
C  -1.43  0.16  -0.40
H  -2.16  -2.82  0.67
H  -0.92  1.38  -2.02
H  -1.48  2.27  -0.54
H  -2.34  -1.72  2.13

Values from the calculation:
2S+1: 1
HOMO: -7.928 eV
M: 104.2 g mol⁻¹
HOMO-LUMO gap: 7.8 eV
Charge: 0
SMILES string: C=C=C=C.C#CC=C

2 | The following is a DFT calculation (wB97M-V/def2-TZVPD) of an isolated molecule of C8H8.

Positions of all 16 atoms, in Å:
C  -2.05  0.61  -0.28
C  -1.10  1.40  -0.09
C  -1.24  -1.63  0.20
C  -2.37  -0.69  -0.14
C  -0.31  2.37  0.27
C  1.19  -0.56  0.15
C  0.05  -0.93  0.15
C  2.55  -0.19  -0.19
H  -1.48  -2.11  1.20
H  -1.11  -2.52  -0.40
H  -3.38  -0.95  -0.42
H  -0.55  3.47  0.17
H  0.80  2.13  0.45
H  3.43  -0.12  0.59
H  2.68  0.71  -0.78
H  2.89  -0.99  -0.89

Values from the calculation:
2S+1: 1
HOMO: -8.578 eV
M: 104.2 g mol⁻¹
HOMO-LUMO gap: 9.1 eV
Charge: 0
SMILES string: C=C=C=CCC#CC

3 | The following is a DFT calculation (wB97M-V/def2-TZVPD) of an isolated molecule of C8H8.

Positions of all 16 atoms, in Å:
C  -1.78  0.43  0.51
C  -2.76  -0.43  0.32
C  0.43  1.33  -0.13
C  -0.39  0.21  0.07
C  0.22  -1.04  0.29
C  1.53  -1.21  -0.12
C  2.30  -0.13  -0.52
C  1.77  1.16  -0.48
H  -2.11  1.46  0.70
H  -3.82  -0.35  0.53
H  -2.57  -1.46  0.01
H  -0.11  2.25  -0.31
H  -0.42  -1.88  0.52
H  2.04  -2.13  0.13
H  3.38  -0.22  -0.60
H  2.29  2.00  -0.92

Values from the calculation:
2S+1: 1
HOMO: -8.703 eV
M: 104.2 g mol⁻¹
HOMO-LUMO gap: 9.5 eV
Charge: 0
SMILES string: C=Cc1ccccc1

Need the numbers? Relative energies in eV: 1 5.881; 2 4.560; 3 0.000.

1 | The following is a DFT calculation (wB97M-V/def2-TZVPD) of a cluster of 3 separate species, C2H10N2O3 in total.

Positions of all 17 atoms, in Å:
C  0.82  1.23  0.60
N  0.20  1.04  -0.76
C  -1.03  0.49  -0.81
N  -1.77  0.67  -2.05
O  -1.58  -0.21  0.00
H  1.87  1.35  0.39
H  0.67  0.26  1.08
H  0.23  1.94  1.16
H  0.41  1.80  -1.37
H  -1.47  1.33  -2.78
H  -2.34  -0.18  -2.29
H  5.21  -1.22  3.70
H  4.99  -2.69  3.68
O  5.52  -2.04  4.17
H  -4.60  -0.87  -1.55
H  -3.29  -1.58  -1.21
O  -3.85  -1.31  -1.96

Values from the calculation:
2S+1: 2
HOMO (spin up / spin down): -13.268 / -13.268 eV
M: 110.1 g mol⁻¹
HOMO-LUMO gap (spin up / spin down): 9.5 / 3.8 eV
Charge: +1
Expectation value of S²: 0.76

2 | The following is a DFT calculation (wB97M-V/def2-TZVPD) of a cluster of 3 separate species, C2H10N2O3 in total.

Positions of all 17 atoms, in Å:
N  1.49  -0.56  1.45
C  1.76  -0.53  -0.01
C  0.30  -0.66  -0.75
N  -0.38  -1.76  -0.22
O  0.11  0.39  -1.42
H  2.31  -0.21  1.94
H  0.71  0.09  1.72
H  2.28  0.41  -0.34
H  2.26  -1.43  -0.08
H  0.11  -2.45  0.36
H  -1.26  -1.78  0.21
H  -1.97  0.85  0.83
H  -2.58  0.22  -0.31
O  -2.27  -0.05  0.62
H  -0.11  1.61  -0.32
H  -0.18  3.05  -0.87
O  -0.55  2.54  -0.09

Values from the calculation:
2S+1: 2
HOMO (spin up / spin down): -15.254 / -15.011 eV
M: 110.1 g mol⁻¹
HOMO-LUMO gap (spin up / spin down): 10.5 / 5.4 eV
Charge: +1
Expectation value of S²: 0.76

Need the numbers? Relative energies in eV: 1 0.000; 2 1.781.